#one
Entry from the Open Molecules 2025 dataset: a 2-piece molecular cluster, C9H14 overall (ωB97M-V/def2-TZVPD).

- SMILES = Cc1ccccc1.CC
- E_LUMO (eV) = 0.910
- total charge = 0
- gap between HOMO and LUMO (hartree) = 0.3495
- HOMO (eV) = -8.60

```
23
Properties=species:S:1:pos:R:3:mulliken_charge:R:1
C 1.050 -0.602 0.024 1.173
C -2.115 1.932 0.548 -0.479
C 1.927 -1.228 -2.532 -0.348
C 0.766 -1.905 -2.025 -0.348
C 0.494 -1.688 -0.716 -0.543
C 2.620 -0.414 -1.717 -0.403
C 2.131 0.063 -0.506 -0.559
C 0.778 -0.371 1.420 -1.639
C -3.007 1.393 1.733 -1.069
H 3.664 -0.202 -1.958 0.341
H -2.320 1.333 -0.307 0.245
H 0.000 -0.788 1.888 0.463
H -1.082 1.703 0.907 -0.082
H 0.951 0.692 1.672 0.311
H -3.861 1.823 1.655 0.438
H -3.160 0.226 1.504 0.194
H 2.498 0.923 -0.059 0.430
H 2.054 -1.099 -3.745 0.193
H 1.332 -1.175 2.038 0.300
H -2.525 1.390 2.562 0.368
H -0.257 -2.389 -0.180 0.210
H 0.226 -2.599 -2.640 0.417
H -2.162 2.982 0.432 0.387
```

=====

#two
Entry from the Open Molecules 2025 dataset: a 2-piece molecular cluster, C9H14 overall (ωB97M-V/def2-TZVPD).

- SMILES = Cc1ccccc1.CC
- E_LUMO (eV) = 1.009
- total charge = 0
- gap between HOMO and LUMO (hartree) = 0.3683
- HOMO (eV) = -9.01

```
23
Properties=species:S:1:pos:R:3:mulliken_charge:R:1
C 0.486 1.501 -0.190 -0.288
C 0.592 -2.496 -1.484 -0.874
C -0.873 1.776 -0.020 0.949
C -0.786 0.592 2.079 -0.302
C 1.208 0.865 0.800 -0.405
C 0.588 0.429 1.966 -0.730
C -1.677 2.404 -1.120 -1.363
C -1.493 1.331 1.145 -0.600
C 1.435 -2.441 -0.225 -0.421
H -2.573 1.331 1.193 0.322
H -0.466 -2.313 -1.292 0.255
H -1.294 0.164 2.931 0.379
H -2.514 1.741 -1.328 0.327
H -2.147 3.351 -0.863 0.322
H 0.809 1.477 -1.229 0.207
H 1.107 -1.681 0.490 -0.135
H -1.119 2.466 -2.051 0.341
H 0.644 -3.495 -1.922 0.314
H 1.364 -3.355 0.359 0.343
H 1.091 -0.203 2.679 0.409
H 2.469 -2.131 -0.365 0.258
H 2.219 0.491 0.691 0.422
H 0.929 -1.803 -2.244 0.269
```

=====

#three
Entry from the Open Molecules 2025 dataset: one molecule with the formula C9H14 (ωB97M-V/def2-TZVPD).

- SMILES = CC=C=CC1(CC)CC1
- E_LUMO (eV) = -0.261
- total charge = 0
- gap between HOMO and LUMO (hartree) = 0.2474
- HOMO (eV) = -6.99

```
23
Properties=species:S:1:pos:R:3:mulliken_charge:R:1
C 0.878 -0.471 -0.422 0.200
C -0.182 1.320 2.494 -0.336
C 1.161 2.510 0.419 -0.426
C -1.569 0.952 1.940 -1.469
C 0.759 1.310 1.330 0.848
C 1.063 -2.191 -2.166 -1.160
C 2.045 2.205 1.614 -1.050
C 0.585 -0.845 -1.706 -0.445
C 1.159 -0.095 0.847 -0.758
H -1.653 0.156 1.312 0.405
H -0.257 -0.350 -2.282 0.288
H -2.047 1.723 1.520 0.420
H 2.960 1.772 1.405 0.357
H -2.151 0.690 2.840 0.370
H -0.262 2.404 2.746 0.272
H 0.576 3.421 0.436 0.293
H 1.848 -0.654 1.559 0.318
H 1.916 2.885 2.440 0.307
H 2.062 -2.450 -2.026 0.400
H 0.084 0.641 3.325 0.310
H 0.464 -2.956 -1.694 0.251
H 1.726 2.363 -0.544 0.251
H 1.007 -2.168 -3.217 0.356
```

=====

It turns out #two is the most stable, with the second structure 66.3 kcal/mol higher.

=====

#one
Entry from the Open Molecules 2025 dataset: a 6-piece molecular cluster, C18H39F2NO13 overall (ωB97M-V/def2-TZVPD).

- E_LUMO (eV) = -0.128
- total charge = 0
- gap between HOMO and LUMO (hartree) = 0.2245
- HOMO (eV) = -6.24

```
73
Properties=species:S:1:pos:R:3:mulliken_charge:R:1
F 0.111 -5.164 1.889 -0.333
F 3.490 3.825 -1.049 -0.287
O 0.552 5.032 -0.241 -0.388
O 0.470 -0.060 2.645 0.090
O 1.543 -4.111 3.511 -0.357
O 3.678 -4.185 4.096 -0.567
O -1.110 -0.342 -2.879 -0.012
O 1.211 3.227 -1.281 -0.048
O 3.075 -3.739 1.994 -0.365
O -3.008 0.917 -1.568 0.018
O 1.588 -1.650 -1.579 -0.104
O -0.586 3.136 -0.188 -0.517
O -3.447 1.530 0.921 -0.234
O 2.366 -0.167 0.702 0.104
O -2.014 -2.516 1.397 -0.984
N -0.774 -0.294 -0.094 0.633
C -1.181 1.102 -3.193 -0.515
C 1.771 0.451 2.940 -0.737
C -0.320 -0.496 3.640 -0.864
C -4.404 0.772 0.193 -0.956
C 0.814 -3.995 2.287 1.011
C 0.336 3.757 -0.596 0.576
C 2.939 0.081 -0.342 -0.235
C 2.814 -4.064 3.284 0.634
C -3.536 1.283 2.345 -0.600
C 1.619 -2.951 -2.116 -1.099
C -4.272 1.099 -1.341 -0.655
C 1.804 5.331 -0.831 -0.613
C -2.638 1.467 -2.821 -0.797
C -1.559 -1.175 -3.961 -0.799
C 2.325 4.189 -1.521 0.370
C 2.820 -1.159 -1.224 -0.956
C 2.580 0.839 1.728 -1.270
C 1.959 -3.628 1.262 1.025
H -4.053 -0.172 0.394 0.474
H 2.030 -4.154 0.325 0.011
H 2.163 -3.740 -1.555 0.431
H -4.914 0.424 -2.012 0.324
H -2.687 -1.323 -4.098 0.196
H 0.547 -3.362 -2.112 0.190
H -1.052 1.184 -4.403 0.414
H -3.235 2.244 2.841 0.246
H -2.294 -3.043 2.078 0.101
H -4.581 2.110 -1.358 0.397
H 0.256 -1.292 4.200 0.286
H 3.286 -0.935 -2.228 0.470
H -1.212 0.529 0.356 0.207
H 3.549 -1.965 -1.079 0.530
H -0.171 -0.639 0.665 -0.289
H 1.670 -2.758 0.770 -0.715
H 1.526 6.196 -1.445 0.302
H -1.164 -2.197 -3.906 0.233
H -4.546 0.944 2.752 0.344
H 1.714 1.315 3.701 0.350
H -2.851 2.535 -2.814 0.451
H -0.478 0.218 4.409 0.305
H 2.442 -0.311 3.445 0.339
H 3.495 1.234 1.902 0.748
H 0.023 -3.312 2.491 -0.344
H 3.985 0.255 -0.206 0.468
H -1.626 -0.738 -0.598 0.303
H 2.505 0.992 -0.753 -0.143
H 2.061 1.554 1.493 0.485
H -0.069 0.071 -0.738 0.024
H -2.876 0.263 2.699 0.114
H -1.145 -1.003 3.196 0.116
H 1.943 -2.729 -3.099 0.435
H -3.212 1.078 -3.661 0.448
H -0.358 1.660 -2.910 0.068
H -0.970 -0.702 -4.847 0.356
H 2.177 4.483 -2.522 0.317
H -5.337 1.000 0.560 0.579
H 2.441 5.744 0.054 0.259
```

=====

#two
Entry from the Open Molecules 2025 dataset: C18H39F2NO13 as an isolated structure (ωB97M-V/def2-TZVPD).

- E_LUMO (eV) = -0.003
- total charge = 0
- gap between HOMO and LUMO (hartree) = 0.2468
- HOMO (eV) = -6.72

```
73
Properties=species:S:1:pos:R:3:mulliken_charge:R:1
F -1.248 4.687 1.020 -0.363
F -0.666 -3.094 0.346 -0.244
O -1.962 0.792 1.466 0.230
O 3.558 -0.259 -1.150 -0.052
O 0.943 -4.574 0.601 -0.265
O 1.331 -1.314 2.534 -0.091
O -2.189 0.462 -1.273 0.180
O 0.875 3.151 -0.969 -0.951
O -0.589 -0.452 -3.023 -0.285
O -3.685 4.435 -1.267 -0.313
O -5.483 4.387 -0.002 -0.644
O -3.329 3.812 0.696 -0.391
O 3.327 0.174 1.471 -0.219
O 1.428 -5.848 2.387 -0.627
O -0.496 -6.124 1.127 -0.313
N 0.582 0.381 -0.069 0.793
C -2.050 3.785 0.307 1.411
C 0.583 -2.275 3.244 -1.122
C -3.321 0.325 -0.387 -0.601
C -1.358 0.752 -3.325 -1.237
C 0.605 -5.505 1.460 0.687
C -2.561 0.956 -2.358 -0.532
C -0.179 -4.192 -0.205 0.336
C 4.012 1.195 0.854 -0.896
C 0.126 -0.894 -4.147 -0.820
C 4.032 -0.794 -2.417 -0.944
C -4.273 4.213 -0.219 0.697
C 2.912 0.368 2.679 -1.278
C 4.444 0.632 -0.510 -0.628
C -3.035 -0.031 1.034 -0.554
C -2.301 4.439 -1.097 -0.450
C -1.988 0.865 2.882 -1.064
C 2.416 -0.915 3.274 -0.449
C -1.096 -5.429 0.038 -0.426
H 5.456 0.145 -0.508 0.432
H -2.062 -5.255 0.487 0.263
H 3.261 -1.625 3.217 0.261
H -1.179 -6.091 -0.873 0.305
H -3.405 0.557 -2.834 0.549
H -1.513 2.923 0.242 -0.598
H -3.948 0.045 1.561 0.548
H 0.406 -0.351 0.510 0.088
H 0.904 0.022 -4.413 0.254
H 2.148 -0.542 4.300 0.340
H -1.048 1.193 3.332 0.282
H -3.689 1.256 -0.185 0.198
H 3.364 -1.541 -2.666 0.197
H -2.777 2.003 -2.347 0.092
H 1.191 3.971 -1.105 0.074
H -0.306 -2.508 2.743 0.205
H -1.554 0.896 -4.298 0.892
H 4.839 1.602 1.345 0.579
H -4.078 -0.290 -0.969 0.373
H 4.873 -1.237 -2.288 0.486
H 0.174 -4.243 -1.289 0.285
H 4.778 1.592 -1.435 0.266
H -0.720 1.643 -3.263 0.395
H 3.711 0.705 3.253 0.657
H 3.389 2.056 0.799 0.348
H -2.595 -1.111 1.080 0.005
H -0.442 -1.169 -5.187 0.239
H -2.106 -0.180 3.139 0.375
H 0.394 -2.031 4.263 0.460
H -1.643 4.005 -1.946 0.047
H 0.605 0.154 -1.006 0.116
H -2.079 5.546 -0.901 0.417
H 1.032 -3.210 3.230 0.459
H 2.288 1.099 2.783 0.651
H -2.948 1.443 3.271 0.196
H 1.460 0.811 0.089 -0.086
H -0.093 1.186 0.188 0.150
H 3.892 0.178 -3.190 0.275
H 0.675 -1.786 -4.128 0.347
```

=====

It turns out #two is the most stable, with the second structure 3.2 kcal/mol higher.

=====

#one
Entry from the Open Molecules 2025 dataset: one molecule with the formula C4H4 (ωB97M-V/def2-TZVPD).

- SMILES = C=C=C=C
- E_LUMO (spin up / spin down) (eV) = -0.653 / -0.652
- total charge = 0
- gap between HOMO and LUMO (spin up / spin down) (hartree) = 0.2905 / 0.2904
- HOMO (spin up / spin down) (eV) = -8.56 / -8.56

```
8
Properties=species:S:1:pos:R:3:mulliken_charge:R:1
C -2.298 -0.006 -0.003 -0.688
C 0.844 -0.073 -0.003 0.641
C -0.582 -0.045 -0.001 -0.209
C 2.142 0.008 -0.001 -0.768
H -2.793 -0.948 -0.032 0.265
H -2.723 0.969 0.040 0.257
H 2.640 0.967 -0.043 0.251
H 2.771 -0.872 0.043 0.250
```

=====

#two
Entry from the Open Molecules 2025 dataset: one molecule with the formula C4H4 (ωB97M-V/def2-TZVPD).

- E_LUMO (eV) = -0.206
- total charge = 0
- gap between HOMO and LUMO (hartree) = 0.3250
- HOMO (eV) = -9.05

```
8
Properties=species:S:1:pos:R:3:mulliken_charge:R:1
C -1.170 0.067 -0.069 -0.410
C -0.325 0.783 -0.994 -0.365
C 1.317 -0.052 0.250 -0.514
C 0.127 0.550 0.363 0.258
H -1.530 -0.971 -0.340 0.182
H 1.460 -1.035 0.566 0.268
H -2.055 0.416 0.392 0.250
H 2.176 0.242 -0.167 0.331
```

=====

#three
Entry from the Open Molecules 2025 dataset: a 2-piece molecular cluster, C4H4 overall (ωB97M-V/def2-TZVPD).

- E_LUMO (spin up / spin down) (eV) = -2.428 / -2.426
- total charge = 0
- gap between HOMO and LUMO (spin up / spin down) (hartree) = 0.3110 / 0.2912
- HOMO (spin up / spin down) (eV) = -10.89 / -10.35

```
8
Properties=species:S:1:pos:R:3:mulliken_charge:R:1
C 1.232 0.301 0.491 -0.395
C -1.930 -0.871 -0.045 -0.721
C -2.924 -1.423 -0.298 0.744
C 0.406 0.495 -0.468 -0.596
H 0.463 1.126 -1.369 0.297
H 0.991 -0.131 1.482 0.267
H -0.585 -0.086 -0.123 0.195
H 2.346 0.590 0.330 0.208
```

=====

It turns out #one is the most stable, with the second structure 7.1 kcal/mol higher.

=====

#one
Entry from the Open Molecules 2025 dataset: a 2-piece molecular cluster, C4H4 overall (ωB97M-V/def2-TZVPD).

- SMILES = C#C.C#C
- E_LUMO (eV) = 1.112
- total charge = 0
- gap between HOMO and LUMO (hartree) = 0.4232
- HOMO (eV) = -10.40

```
8
Properties=species:S:1:pos:R:3:mulliken_charge:R:1
C 2.592 -0.611 -0.056 -0.370
C -3.298 -0.003 -0.094 -0.275
C 2.590 0.596 0.018 -0.276
C -2.035 -0.025 -0.049 -0.292
H -1.013 0.311 -0.090 0.310
H 2.366 1.648 -0.092 0.369
H 3.145 -1.603 -0.019 0.283
H -4.348 -0.312 0.382 0.252
```

=====

#two
Entry from the Open Molecules 2025 dataset: one molecule with the formula C4H4 (ωB97M-V/def2-TZVPD).

- SMILES = C=C1C=C1
- E_LUMO (spin up / spin down) (eV) = -0.170 / -0.169
- total charge = 0
- gap between HOMO and LUMO (spin up / spin down) (hartree) = 0.2735 / 0.2735
- HOMO (spin up / spin down) (eV) = -7.61 / -7.61

```
8
Properties=species:S:1:pos:R:3:mulliken_charge:R:1
C 1.064 0.842 0.013 -0.346
C 1.077 -0.837 0.011 -0.350
C -0.114 -0.006 0.026 0.277
C -1.432 -0.004 0.018 -0.793
H 1.683 1.693 -0.049 0.361
H 1.698 -1.683 -0.052 0.362
H -1.990 -0.922 0.031 0.246
H -1.986 0.917 0.004 0.244
```

=====

It turns out #one is the most stable, with the second structure 4.7 kcal/mol higher.